Record 1
Here is a 2-piece molecular cluster, C2HF3O2 overall at a distorted geometry from OMol25. Energies are from wB97M-V/def2-TZVPD.

Computed properties:
HOMO energy = -0.34883 Eh
Molar mass = 114.0 g mol⁻¹
Multiplicity = 1
Total charge = 0

Each line ends with the Mulliken charge.
CARTESIAN COORDINATES (ANGSTROEM)
C (0.60843, 0.88628, -0.51774)  0.2788
C (0.97798, -0.33583, -0.74853)  0.4057
O (-1.72222, -0.12350, 1.50018)  -0.2237
O (-1.57037, 0.70340, 0.48496)  -0.2689
F (1.13484, 2.03006, -0.47200)  -0.1522
F (2.19810, -0.69066, -1.25175)  -0.2145
F (0.30137, -1.41950, -0.39843)  -0.1657
H (-1.92813, -1.05026, 1.40330)  0.3404

Force components x, y, z for each atom (eV/Å):
C -3.4417 -1.4930 1.7605
C 1.6772 -1.1864 0.0302
O 0.8701 1.5930 3.0054
O 1.7840 -0.2822 -2.3127
F 0.5251 1.1709 -0.3203
F -1.2723 0.4476 0.3678
F 0.0391 0.5330 -0.4980
H -0.1816 -0.7829 -2.0329



Record 2
Here is C2H2N2O3 as an isolated structure at a distorted geometry from OMol25. Energies are from wB97M-V/def2-TZVPD.

Computed properties:
HOMO energy = -0.38083 Eh
Molar mass = 102.0 g mol⁻¹
Multiplicity = 1
Total charge = 0

Each line ends with the Mulliken charge.
CARTESIAN COORDINATES (ANGSTROEM)
C (0.89020, -0.25590, -0.06926)  0.4973
C (-1.10427, -0.39462, -0.01173)  0.4740
N (-0.00785, -1.34328, 0.12605)  -0.3036
N (-0.11751, 0.60157, -0.21577)  0.1540
O (2.05669, -0.08566, 0.06575)  -0.5214
O (-2.28002, -0.46207, -0.07507)  -0.4559
O (-0.05533, 1.91506, 0.00177)  -0.4338
H (-0.14612, -2.14765, -0.34418)  0.2238
H (0.76421, 2.17256, 0.52244)  0.3654

Force components x, y, z for each atom (eV/Å):
C 1.2693 -1.3957 0.5880
C 0.8172 -0.3811 -0.1461
N -1.5032 2.8221 1.9850
N -0.9203 1.0465 -0.4371
O 0.6380 -0.1325 -0.2496
O 0.0888 0.0714 0.3278
O 0.3645 2.4864 0.5800
H 0.3799 -3.4407 -1.9993
H -1.1341 -1.0763 -0.6485



Record 3
Here is a 3-piece molecular cluster, C2H8NO4 overall at a distorted geometry from OMol25. Energies are from wB97M-V/def2-TZVPD.

Computed properties:
HOMO energy = -0.17117 Eh
Molar mass = 110.1 g mol⁻¹
Multiplicity = 1
Total charge = -1

Each line ends with the Mulliken charge.
CARTESIAN COORDINATES (ANGSTROEM)
O (2.09468, -0.44287, 2.44382)  -0.6012
C (1.01868, -0.27017, 1.88364)  0.1224
N (0.33006, -1.11780, 1.08646)  -0.2251
C (-0.76636, -0.53737, 0.24924)  -0.3764
O (-0.32432, 0.17203, -0.81012)  -0.9024
H (0.53144, 0.68563, 2.11011)  0.2866
H (0.96750, -1.70747, 0.56241)  0.2108
H (-1.42603, -1.39096, 0.00494)  0.1576
H (-1.27491, 0.12557, 0.96010)  0.3535
H (-0.41651, -0.15515, -4.02565)  0.2634
H (-0.54894, -0.72338, -2.51856)  0.4345
O (-0.49568, -0.94207, -3.46258)  -0.7092
H (-0.82988, 3.07735, -0.88764)  0.2557
H (-0.90971, 1.54753, -0.56764)  0.4782
O (-1.25506, 2.48952, -0.26149)  -0.7484

Force components x, y, z for each atom (eV/Å):
O 0.0521 -0.6518 -0.5320
C 0.2840 0.6542 0.9519
N 0.5709 0.1520 -0.3363
C 0.3543 0.4988 0.0156
O -0.1898 -0.6604 -0.4075
H -0.6630 0.0052 -0.3035
H -0.1625 -0.2771 0.0947
H 0.0392 0.0661 0.0171
H -0.4677 -0.1250 0.2628
H -0.0777 -0.2678 1.0230
H 0.2564 1.0775 0.4469
O -0.0699 -0.5965 -1.2456
H 0.0480 0.1208 -0.0250
H -0.0402 0.5722 0.2958
O 0.0658 -0.5682 -0.2580



Record 4
Here is C2H3N3O2 in the gas phase at a distorted geometry from OMol25. Energies are from wB97M-V/def2-TZVPD.

Computed properties:
HOMO energy = -0.39190 Eh
Molar mass = 101.1 g mol⁻¹
Multiplicity = 1
Total charge = 0
SMILES string = COc1nnon1

Each line ends with the Mulliken charge.
CARTESIAN COORDINATES (ANGSTROEM)
C (-0.72671, 1.31383, 0.56517)  -0.5979
O (0.57994, 1.02503, 0.14907)  -0.3067
C (0.59460, -0.23191, -0.30502)  0.7829
N (-0.38702, -1.05935, -0.48739)  -0.0744
N (-0.01723, -2.19737, -0.83702)  -0.2411
O (1.38332, -2.18106, -0.89676)  -0.0011
N (1.72007, -0.89637, -0.50498)  -0.3529
H (-0.77412, 0.77477, 1.61795)  0.2581
H (-0.88861, 2.48270, 0.79506)  0.2123
H (-1.48424, 0.96972, -0.09607)  0.3207

Force components x, y, z for each atom (eV/Å):
C -0.7519 2.3829 4.6461
O 0.0913 -0.7227 -1.5086
C 4.8235 -0.7671 0.2324
N -4.1823 -1.6047 -0.4609
N 0.7079 -0.3731 -0.2432
O -1.5546 3.0417 1.0813
N 1.2941 -0.0797 -0.4369
H -0.7238 1.0944 -2.0041
H 0.8032 -2.7199 -0.8116
H -0.5073 -0.2518 -0.4945



Record 5
Here is C5H13NSi in the gas phase at a distorted geometry from OMol25. Energies are from wB97M-V/def2-TZVPD.

Computed properties:
HOMO energy = -0.31784 Eh
Molar mass = 115.3 g mol⁻¹
Multiplicity = 1
Total charge = 0
SMILES string = C/C=C(/C)[Si@@H](C)N

Each line ends with the Mulliken charge.
CARTESIAN COORDINATES (ANGSTROEM)
C (2.39693, -0.07142, 0.74953)  -1.0326
C (1.49356, -0.99495, -0.10982)  -0.1804
C (0.20694, -0.77655, -0.41772)  0.6532
C (-0.45272, -1.64841, -1.40801)  -1.6784
Si (-0.92104, 0.75726, -0.19804)  0.1529
C (-2.35240, 0.41706, 1.04218)  -0.9636
N (-0.08302, 2.12398, 0.42864)  -0.4369
H (2.81533, -0.86433, 1.51815)  0.2792
H (3.19545, 0.32229, 0.02156)  0.2294
H (1.84134, 0.68895, 1.27736)  0.3805
H (2.05168, -1.71138, -0.70287)  0.3230
H (0.12233, -1.55872, -2.35983)  0.3076
H (-0.20090, -2.65056, -1.13534)  0.4234
H (-1.45480, -1.46553, -1.65749)  0.4106
H (-1.25482, 0.84181, -1.76150)  -0.1440
H (-2.82000, -0.54592, 0.81818)  0.2962
H (-1.76187, 0.58302, 1.91940)  0.2793
H (-3.10236, 1.20066, 0.97428)  0.3126
H (-0.32523, 2.77849, 1.16127)  0.2006
H (0.60559, 2.57426, -0.15992)  0.1872

Force components x, y, z for each atom (eV/Å):
C 0.7101 -3.0422 -0.4522
C -0.2188 2.2170 0.0364
C 0.0455 1.4712 0.7587
C 2.5975 -0.8640 -1.5399
Si 0.0479 -0.7772 -0.5256
C 0.5755 0.6998 -2.3060
N 0.2833 0.6632 -0.2678
H -0.1101 2.0313 -1.2664
H -0.8904 -0.4024 1.5658
H 0.0562 0.2206 -0.0728
H -0.0046 -0.5486 0.2587
H -0.5479 0.2012 0.2284
H -0.7201 -1.0323 0.2233
H -1.5067 0.0066 0.0529
H -0.0019 0.3464 1.5888
H 0.3099 0.0386 0.7269
H -0.1483 -0.6777 1.0898
H -0.1080 0.0694 0.0179
H -0.3774 -0.4473 -0.1188
H 0.0083 -0.1736 0.0019



Record 6
Here is C30H24F6NO6S3Sr as an isolated structure at a distorted geometry from OMol25. Energies are from wB97M-V/def2-TZVPD.

Computed properties:
HOMO energy = -0.18711 Eh
Molar mass = 792.3 g mol⁻¹
Multiplicity = 1
Total charge = -1

Each line ends with the Mulliken charge.
CARTESIAN COORDINATES (ANGSTROEM)
Sr (0.96488, -1.48927, 1.29814)  1.5356
F (-1.92295, -3.88810, 4.66892)  -0.2012
C (-1.15475, -4.61770, 3.87869)  0.5491
F (-0.20539, -5.22935, 4.56319)  -0.1834
F (-1.90226, -5.51668, 3.24445)  -0.2016
S (-0.35199, -3.51885, 2.55213)  1.1347
O (1.07190, -3.79546, 2.49755)  -0.5412
O (-1.09150, -3.77224, 1.34061)  -0.6792
N (-0.57683, -1.90452, 2.96449)  -0.6826
S (0.50170, -1.43517, 4.19516)  1.4133
O (0.58391, -2.45428, 5.19550)  -0.6754
O (0.23875, -0.07996, 4.53645)  -0.6083
C (2.47453, -1.21095, 3.58592)  0.1100
F (3.12751, -2.08924, 2.82374)  -0.0965
F (3.04804, -1.13340, 4.76745)  -0.1969
F (2.56154, -0.03785, 2.93809)  -0.0944
C (2.98611, -1.85639, -0.33588)  0.2224
C (4.14607, -2.07972, -0.67497)  -1.4223
C (5.48158, -2.24325, -1.16231)  0.6340
C (5.71642, -2.39620, -2.53812)  -0.4238
C (6.99550, -2.57225, -3.03738)  -0.3735
C (8.09009, -2.60351, -2.18098)  -0.4181
C (7.87768, -2.44707, -0.81750)  -0.3664
C (6.59691, -2.26938, -0.31749)  -0.4683
H (4.86686, -2.37070, -3.20845)  0.4105
H (7.13690, -2.68243, -4.10643)  0.3448
H (9.08995, -2.74739, -2.57137)  0.3587
H (8.71843, -2.46087, -0.13354)  0.3475
H (6.44489, -2.14586, 0.74779)  0.4013
C (2.83212, 7.10316, -2.89631)  -0.7519
C (2.32815, 8.28082, -2.09604)  0.5949
O (2.51651, 9.41575, -2.46068)  -0.5814
S (1.42716, 8.05237, -0.56807)  -0.1413
C (1.29792, 6.30613, -0.37421)  -0.4626
C (2.31500, 5.58334, 0.24836)  -0.0099
C (2.20748, 4.21745, 0.42673)  -0.6098
C (1.06894, 3.51635, 0.00783)  0.5828
C (0.04584, 4.25746, -0.60720)  -0.6729
C (0.15724, 5.62276, -0.79365)  -0.0322
C (0.92341, 2.11100, 0.18903)  -1.5917
C (0.80850, 0.90020, 0.34852)  0.3690
H (3.89423, 7.26646, -3.07553)  0.2682
H (2.32071, 7.12484, -3.85922)  0.2523
H (2.67573, 6.13765, -2.42671)  0.2518
H (3.20454, 6.10285, 0.58530)  0.3983
H (3.01418, 3.67000, 0.89674)  0.4381
H (-0.83794, 3.72860, -0.93908)  0.4405
H (-0.64431, 6.16952, -1.27609)  0.4107
C (-8.45236, -0.68658, -0.42322)  -1.4583
C (-6.99427, -1.03370, -0.55321)  0.7315
C (-6.18527, -1.13184, 0.57119)  -1.0779
C (-4.83892, -1.45865, 0.46917)  0.8088
C (-4.01485, -1.55936, 1.73168)  -1.4835
C (-4.28643, -1.66054, -0.80326)  0.6720
C (-2.83152, -1.96271, -0.87595)  0.0447
O (-2.11038, -1.69889, -1.80879)  -0.5674
C (-5.08060, -1.57126, -1.95414)  0.9861
C (-4.56006, -1.79645, -3.35028)  -1.6859
C (-6.42887, -1.26882, -1.79938)  -0.6540
H (-8.73253, -0.54647, 0.62044)  0.3322
H (-9.08377, -1.47400, -0.83959)  0.3286
H (-8.68858, 0.23434, -0.95994)  0.3232
H (-6.60561, -0.95129, 1.55475)  0.2442
H (-4.64176, -1.35801, 2.59931)  0.3253
H (-3.18965, -0.84544, 1.74623)  0.3445
H (-3.57934, -2.55231, 1.85826)  0.1994
H (-2.41494, -2.46402, 0.01044)  0.0983
H (-3.66618, -2.41105, -3.37853)  0.3854
H (-4.29184, -0.84601, -3.81610)  0.2907
H (-5.33956, -2.26131, -3.95576)  0.4181
H (-7.05260, -1.21429, -2.68686)  0.4123

Force components x, y, z for each atom (eV/Å):
Sr 2.5146 2.1789 -5.2285
F 0.0447 -0.1365 0.0268
C 0.3171 0.2656 -0.4052
F -0.2246 0.0097 0.0695
F 0.0766 0.0243 0.1696
S -0.5806 0.1997 0.8407
O -0.6584 -0.3460 0.3850
O 0.0501 0.4358 0.5327
N 0.2211 -1.7700 2.3935
S -0.3440 -0.8112 -0.2212
O 0.1702 -0.0108 -0.0143
O -0.1492 0.0864 -0.2469
C -0.5531 0.2536 0.3843
F -0.5251 -0.1731 0.5203
F 0.1962 0.0607 0.0216
F -0.1738 -0.0790 0.3660
C 0.1223 -0.4548 0.2540
C -0.1204 0.2349 0.0076
C 0.0864 -0.1203 -0.2458
C -0.0663 0.0138 0.0166
C 0.0201 0.0095 0.0030
C -0.0691 0.0055 0.0160
C 0.0281 0.0048 -0.0308
C -0.0533 0.0191 0.1424
H 0.0049 -0.0054 0.0107
H 0.0173 -0.0126 0.0147
H -0.0006 0.0143 0.0103
H -0.0062 -0.0071 -0.0051
H -0.0159 -0.0112 -0.0138
C -0.0833 -0.0093 0.0828
C 0.0380 0.1073 -0.0783
O -0.0245 -0.0238 0.0723
S 0.0670 0.1169 -0.1811
C -0.0351 -0.4034 0.1611
C 0.0154 0.1308 -0.0094
C 0.0872 -0.1335 0.0470
C -0.2162 0.1668 -0.1827
C 0.0602 -0.0562 0.0136
C -0.0080 0.0973 -0.0446
C 0.1240 -0.1122 0.0663
C -0.2901 0.1824 0.2784
H 0.0011 -0.0113 -0.0217
H 0.0148 -0.0069 -0.0088
H -0.0033 0.0200 0.0159
H -0.0201 -0.0018 0.0076
H -0.0260 -0.0148 0.0050
H -0.0069 0.0327 -0.0028
H 0.0095 0.0106 0.0185
C -0.0490 0.0103 -0.0103
C -0.0149 0.0068 0.0340
C 0.0841 -0.0192 0.0017
C -0.1087 -0.0145 0.0794
C 0.0002 0.0234 -0.0061
C 0.2850 -0.0189 0.0081
C -0.0930 0.0592 -0.0533
O -0.0180 -0.0485 -0.0348
C -0.0998 0.0499 -0.0185
C -0.0041 0.0063 0.0029
C 0.0011 -0.0285 -0.0388
H 0.0094 -0.0077 -0.0060
H 0.0189 -0.0054 -0.0012
H 0.0284 -0.0050 -0.0064
H -0.0323 -0.0041 -0.0205
H 0.0094 0.0071 0.0026
H -0.0085 -0.0003 -0.0199
H -0.0201 -0.0027 -0.0193
H -0.0061 0.0222 0.0206
H -0.0234 -0.0453 0.0415
H 0.0117 0.0038 0.0318
H 0.0061 0.0355 -0.0243
H -0.0095 0.0051 0.0242